Density functional theory data (ωB97M-V/def2-TZVPD) for a 8-piece molecular cluster, C28H39BN7 overall.

As for the multiplicity: 1. The maximum force is 11.3 eV Å⁻¹. The charge is -1. The value obtained for the HOMO energy is -5.11 eV. For the LUMO energy, the calculation gives 2.5 eV. The electronic energy comes out at -1497.89347 a.u.

Each atom is followed by the atoms it is bonded to, with distances in Å.
CARTESIAN COORDINATES (ANGSTROEM)
1 H 3.526 2.236 -3.837  N8 0.989
2 H 1.135 -3.563 6.423  C69 1.078
3 C 4.243 2.172 0.662  N41 1.429, H55 1.120, C70 1.499
4 H 0.975 -6.076 -1.953  C10 1.104
5 H 5.178 5.648 0.852  C37 1.270
6 H -4.900 -0.204 2.953  C58 1.219
7 N -4.418 -2.353 1.366  C14 1.314, C26 1.426, H27 1.026
8 N 3.688 1.340 -4.221  H1 0.989, C13 1.412, C17 1.384
9 C 1.030 -3.925 -0.973  C10 1.507, H35 0.991, N47 1.415
10 C 0.904 -4.978 -2.043  H4 1.104, C9 1.507, C32 1.472
11 H -3.145 -1.054 0.414  C14 1.102
12 H 7.213 3.567 -0.141  C42 1.075
13 C 4.746 1.431 -5.153  N8 1.412, H22 1.100, C72 1.473
14 C -4.201 -1.308 0.600  N7 1.314, H11 1.102, C66 1.540
15 H 5.691 -0.193 -6.357  C72 1.060
16 H -0.505 -0.085 3.874  C46 1.085
17 C 3.027 0.131 -4.091  N8 1.384, H52 1.141, C65 1.565
18 C -0.177 -1.672 5.739  C46 1.603, H57 1.145, C69 1.530
19 C -1.310 3.036 -4.047  C38 1.529, C50 1.491, H68 1.174
20 C -4.865 1.825 4.319  H40 0.981, C43 1.508, C58 1.571
21 C -2.572 2.374 -2.075  H30 1.081, C38 1.568, N75 1.430
22 H 5.333 2.359 -5.214  C13 1.100
23 H -5.816 -0.087 -0.640  C66 0.986
24 H -3.586 3.833 -3.848  C38 1.187
25 H 0.181 -4.762 -4.107  C32 1.049
26 C -5.803 -2.660 1.510  N7 1.426, C39 1.474, H56 1.018
27 H -3.844 -3.123 1.726  N7 1.026
28 C 1.148 -2.962 4.213  H53 1.093, C69 1.524, N73 1.316
29 N -2.726 2.370 3.853  C43 1.387, C44 1.404, H62 1.179
30 H -3.143 2.129 -1.191  C21 1.081
31 H -3.877 3.784 4.801  C43 0.958
32 C 0.587 -4.254 -3.285  C10 1.472, H25 1.049, C33 1.543
33 C 0.725 -2.746 -2.982  C32 1.543, N47 1.396, H74 1.018
34 H -1.097 1.151 -1.277  N75 1.062
35 H 1.086 -4.061 0.007  C9 0.991
36 H -7.450 -1.671 0.439  C39 0.958
37 C 5.083 4.384 0.761  H5 1.270, C42 1.573, C70 1.514
38 C -2.676 3.227 -3.387  C19 1.529, C21 1.568, H24 1.187
39 C -6.516 -1.698 0.651  C26 1.474, H36 0.958, C66 1.510
40 H -5.768 1.939 4.684  C20 0.981
41 N 5.653 2.166 0.427  C3 1.429, C42 1.397, H54 1.096
42 C 6.207 3.430 0.215  H12 1.075, C37 1.573, N41 1.397
43 C -3.795 2.852 4.593  C20 1.508, N29 1.387, H31 0.958
44 C -2.920 1.211 3.084  N29 1.404, C58 1.435, H59 1.110
45 H 3.728 -1.934 -5.041  C65 1.101
46 C -0.157 -1.035 4.268  H16 1.085, C18 1.603, N73 1.431
47 N 1.007 -2.665 -1.617  C9 1.415, C33 1.396, H60 1.069
48 H 2.957 3.777 1.477  C70 1.009
49 H 1.060 -1.459 0.717  B67 1.248
50 C -0.450 2.176 -3.183  C19 1.491, H61 1.042, N75 1.405
51 H -0.405 -0.770 -0.400  B67 1.133
52 H 2.148 -0.272 -3.487  C17 1.141
53 H 1.850 -3.724 3.864  C28 1.093
54 H 6.039 1.163 0.211  N41 1.096
55 H 3.609 1.252 0.576  C3 1.120
56 H -6.391 -3.331 1.999  C26 1.018
57 H -0.656 -1.010 6.540  C18 1.145
58 C -4.261 0.764 3.331  H6 1.219, C20 1.571, C44 1.435
59 H -2.125 0.767 2.448  C44 1.110
60 H 1.108 -1.704 -1.162  N47 1.069
61 H 0.500 1.827 -3.434  C50 1.042
62 H -1.617 2.749 3.724  N29 1.179
63 H 1.295 -0.028 -0.679  B67 1.233
64 H 0.323 0.345 1.056  B67 1.217
65 C 3.839 -0.839 -5.013  C17 1.565, H45 1.101, C72 1.568
66 C -5.512 -0.794 -0.024  C14 1.540, H23 0.986, C39 1.510
67 B 0.524 -0.471 0.175  H49 1.248, H51 1.133, H63 1.233, H64 1.217
68 H -0.820 3.361 -5.063  C19 1.174
69 C 0.820 -2.831 5.695  H2 1.078, C18 1.530, C28 1.524
70 C 3.880 3.546 1.141  C3 1.499, C37 1.514, H48 1.009
71 H 0.535 -1.995 2.489  N73 1.069
72 C 4.876 0.086 -5.741  C13 1.473, H15 1.060, C65 1.568
73 N 0.700 -1.922 3.543  C28 1.316, C46 1.431, H71 1.069
74 H 0.605 -2.007 -3.671  C33 1.018
75 N -1.254 1.818 -2.088  C21 1.430, H34 1.062, C50 1.405